[1]
Entry from OMol25: a molecular structure, C10H11BLiN2O3 in a non-equilibrium geometry (ωB97M-V/def2-TZVPD).

```
! RIJCOSX wB97M-V def2-TZVPD def2/J DEFGRID3
* xyz 1 1
C -2.859 -1.849 1.661
N -2.117 -1.389 0.445
C -1.686 -2.520 -0.434
B -0.988 -0.545 0.900
O -1.192 0.244 2.116
C 0.447 -0.365 0.160
C 1.553 -1.434 0.019
C 2.923 -1.114 -0.687
C 3.239 0.311 -1.269
C 2.114 1.355 -1.142
C 0.754 1.054 -0.451
C -0.141 2.356 -0.500
O -1.369 2.555 -0.245
N 0.768 3.430 -0.990
C 2.019 2.874 -1.591
O 2.741 3.573 -2.326
H -3.485 -2.789 1.445
H -2.196 -2.098 2.562
H -3.605 -1.055 2.024
H -2.608 -3.208 -0.552
H -1.447 -2.172 -1.509
H -0.864 -3.184 0.006
H -0.959 1.161 1.825
H 1.393 -2.482 0.432
H 3.768 -1.882 -0.774
H 4.231 0.585 -1.757
H 0.908 4.080 -0.201
Li -1.346 4.508 0.833
*
```

Computed properties:
* calculated total energy: -20543.7971 eV
* HOMO energy: -0.4467 Eh

***

[2]
Entry from OMol25: a molecular structure, C7H18CaNbO3 in a non-equilibrium geometry (ωB97M-V/def2-TZVPD).

```
! RIJCOSX wB97M-V def2-TZVPD def2/J DEFGRID3
* xyz 1 1
C -2.614 -3.008 -2.001
C -1.639 -1.827 -2.653
C -0.884 -1.103 -1.348
O -1.888 -0.743 -0.335
C -1.355 0.179 0.681
Nb 0.244 -0.719 2.050
C 1.931 -0.188 0.611
O 1.573 1.000 -0.179
C 2.362 2.184 0.196
C 1.609 3.619 0.552
O 3.710 2.209 0.233
H -2.531 -4.032 -2.597
H -3.720 -2.567 -2.019
H -2.357 -3.253 -0.881
H -2.238 -1.064 -3.307
H -0.837 -2.345 -3.369
H -0.291 -0.194 -1.798
H -0.100 -1.922 -0.974
H -2.271 0.457 1.394
H -0.993 1.224 0.241
H 0.044 -2.311 1.211
H 1.523 -1.427 3.165
H 0.453 0.865 2.910
H -1.121 -1.243 3.174
H 2.957 -0.107 1.174
H 2.032 -1.084 -0.171
H 2.446 4.467 0.536
H 0.814 3.816 -0.287
H 1.084 3.631 1.599
Ca 2.056 5.487 2.191
*
```

Computed properties:
* calculated total energy: -33657.6780 eV
* HOMO energy: -0.3568 Eh

***

[3]
Entry from OMol25: 10 unconnected molecules or ions with the total composition C42H112N8O15 in a non-equilibrium geometry (ωB97M-V/def2-TZVPD).

```
! RIJCOSX wB97M-V def2-TZVPD def2/J DEFGRID3
* xyz 0 1
C 1.044 2.125 -0.975
O 0.023 1.376 -0.398
C 0.454 0.045 -0.152
C -0.757 -0.774 0.277
C -1.519 -0.132 1.448
N -0.419 -2.150 0.693
H 0.772 3.162 -1.179
H 1.294 1.751 -1.982
H 1.973 2.099 -0.388
H 0.816 -0.387 -1.094
H 1.301 0.048 0.546
H -1.376 -0.741 -0.626
H -1.709 0.932 1.312
H -0.828 -0.171 2.299
H -2.400 -0.734 1.646
H 0.013 -2.548 -0.156
H 0.423 -2.012 1.258
C 0.923 5.114 -3.743
O 0.995 6.499 -3.981
C -0.245 7.168 -4.084
C -0.063 8.558 -4.667
C -1.336 9.368 -4.474
N 0.258 8.532 -6.091
H 0.102 4.671 -3.177
H 1.853 4.823 -3.253
H 0.947 4.620 -4.721
H -0.971 6.576 -4.652
H -0.643 7.286 -3.068
H 0.696 9.090 -4.077
H -2.227 8.872 -4.863
H -1.226 10.363 -4.913
H -1.580 9.627 -3.438
H 0.556 9.433 -6.449
H 1.093 7.956 -6.195
C -2.954 -0.967 4.417
O -4.350 -1.070 4.597
C -4.822 -0.040 5.429
C -6.260 -0.271 5.794
C -7.228 -0.314 4.628
N -6.696 0.723 6.784
H -2.486 -1.042 5.406
H -2.590 -0.055 3.931
H -2.657 -1.770 3.741
H -4.214 0.076 6.339
H -4.674 0.954 4.975
H -6.319 -1.245 6.292
H -7.353 0.668 4.161
H -8.230 -0.686 4.848
H -6.899 -0.960 3.804
H -6.327 1.642 6.562
H -7.699 0.837 6.816
C 5.442 2.758 -3.542
O 5.339 1.391 -3.866
C 5.439 0.503 -2.764
C 4.748 -0.789 -3.179
C 3.239 -0.597 -3.068
N 5.113 -1.950 -2.361
H 6.472 2.993 -3.253
H 4.754 3.017 -2.726
H 5.129 3.342 -4.405
H 6.507 0.365 -2.533
H 5.015 0.951 -1.854
H 4.977 -0.976 -4.230
H 2.658 -1.442 -3.430
H 3.002 0.224 -3.758
H 2.950 -0.239 -2.078
H 6.129 -1.999 -2.272
H 4.871 -1.734 -1.386
C 0.498 1.023 -5.007
O -0.194 1.980 -4.260
C -1.388 1.502 -3.632
C -2.101 2.640 -2.867
C -3.402 2.117 -2.284
N -2.340 3.673 -3.906
H -0.034 0.621 -5.881
H 0.825 0.194 -4.370
H 1.348 1.536 -5.462
H -2.053 1.189 -4.446
H -1.049 0.671 -2.998
H -1.466 3.039 -2.076
H -3.280 1.278 -1.602
H -4.044 1.796 -3.114
H -3.990 2.914 -1.827
H -1.432 3.739 -4.366
H -2.866 3.173 -4.625
C -4.773 -1.109 -0.194
O -4.142 -1.162 -1.452
C -4.836 -1.766 -2.519
C -3.964 -1.636 -3.756
N -4.479 -2.382 -4.889
C -5.692 -1.791 -5.417
C -6.063 -2.396 -6.755
O -5.017 -2.060 -7.674
C -5.345 -2.436 -8.990
H -4.094 -0.648 0.515
H -5.022 -2.112 0.166
H -5.700 -0.533 -0.300
H -5.749 -1.167 -2.672
H -5.200 -2.759 -2.231
H -2.945 -1.910 -3.472
H -3.906 -0.550 -3.936
H -3.724 -2.453 -5.557
H -5.664 -0.700 -5.528
H -6.547 -1.998 -4.769
H -6.990 -1.966 -7.147
H -6.104 -3.487 -6.700
H -5.601 -3.500 -9.059
H -4.476 -2.319 -9.638
H -6.148 -1.791 -9.362
C 7.907 -0.318 3.113
O 6.516 -0.336 3.000
C 5.998 0.230 1.814
C 4.673 -0.429 1.479
N 4.987 -1.654 0.712
C 3.827 -2.500 0.391
C 3.054 -3.046 1.570
O 2.207 -2.032 2.066
C 1.896 -2.058 3.444
H 8.430 -0.898 2.346
H 8.204 -0.669 4.100
H 8.299 0.710 3.065
H 6.692 0.182 0.967
H 5.871 1.306 2.003
H 4.086 0.192 0.799
H 4.167 -0.631 2.424
H 5.574 -2.227 1.315
H 4.180 -3.390 -0.142
H 3.186 -2.041 -0.367
H 3.780 -3.364 2.330
H 2.518 -3.960 1.291
H 2.812 -2.106 4.039
H 1.298 -2.957 3.641
H 1.272 -1.209 3.710
C 5.638 -2.018 9.833
O 4.454 -2.250 9.101
C 3.799 -1.046 8.788
C 2.488 -1.296 8.056
N 1.895 -0.076 7.496
C 2.632 0.464 6.327
C 1.676 1.226 5.445
O 2.301 1.443 4.202
C 1.478 2.155 3.314
H 5.521 -1.309 10.661
H 6.365 -1.567 9.150
H 5.998 -2.943 10.273
H 4.447 -0.431 8.154
H 3.521 -0.519 9.712
H 1.716 -1.758 8.678
H 2.631 -2.042 7.266
H 2.020 0.610 8.240
H 3.039 -0.408 5.809
H 3.481 1.042 6.704
H 1.386 2.134 5.987
H 0.798 0.580 5.320
H 1.096 3.105 3.704
H 0.613 1.538 3.037
H 1.972 2.410 2.376
O 0.831 -2.893 -1.878
C -0.215 -2.965 -2.855
C -1.067 -4.196 -2.691
O -0.505 -5.360 -3.229
H 1.505 -3.505 -2.204
H -0.901 -2.123 -2.728
H 0.201 -2.855 -3.862
H -2.063 -3.984 -3.116
H -1.332 -4.241 -1.621
H -1.073 -6.113 -3.051
O -0.815 -6.290 2.643
C -1.281 -4.948 2.503
C -2.358 -4.906 1.440
O -2.816 -3.608 1.132
H -0.199 -6.257 3.383
H -1.759 -4.546 3.406
H -0.449 -4.295 2.228
H -3.169 -5.540 1.811
H -2.016 -5.376 0.505
H -2.029 -3.030 0.996
*
```

Computed properties:
* structure (SMILES): COC[C@H](C)N.COC[C@H](C)N.COC[C@H](C)N.COC[C@H](C)N.COC[C@H](C)N.COCCNCCOC.COCCNCCOC.COCCNCCOC.OCCO.OCCO
* calculated total energy: -87995.4876 eV
* HOMO energy: -0.3312 Eh
* ΔE to the lowest compared entry with this formula, charge and spin: 0.2264 eV

***

[4]
Entry from OMol25: a molecular structure, C37H36F3FeN4O7STe in a non-equilibrium geometry (ωB97M-V/def2-TZVPD).

```
! RIJCOSX wB97M-V def2-TZVPD def2/J DEFGRID3
* xyz -2 6
Fe -0.823 -2.505 -1.488
O 3.417 -1.326 -3.960
C 3.945 -2.388 -3.310
C 5.240 -2.820 -3.599
C 5.808 -3.877 -2.909
C 5.091 -4.517 -1.910
C 3.799 -4.101 -1.633
C 3.201 -3.051 -2.324
C 1.768 -2.721 -1.995
O 1.250 -3.305 -1.002
O 1.127 -1.908 -2.690
H 4.048 -0.996 -4.606
H 5.804 -2.314 -4.376
H 6.815 -4.193 -3.153
H 5.535 -5.334 -1.356
H 3.203 -4.582 -0.869
F -0.734 -4.923 -2.680
C -1.708 -3.928 -2.872
F -2.312 -4.312 -4.026
F -2.684 -4.307 -1.895
O 0.888 -1.082 8.733
S -0.241 -0.702 7.898
O 0.052 0.341 6.931
O -1.503 -0.538 8.607
C -0.549 -2.199 6.897
N -0.557 -3.340 7.584
C -0.793 -4.436 6.879
C -0.983 -4.419 5.512
C -0.962 -3.176 4.881
N -0.762 -2.062 5.597
C -1.156 -3.041 3.429
C -1.597 -1.842 2.857
C -1.741 -1.755 1.485
N -1.478 -2.775 0.657
C -1.059 -3.920 1.204
C -0.891 -4.097 2.558
H -0.834 -5.363 7.443
H -1.181 -5.329 4.963
H -1.810 -1.001 3.501
H -2.071 -0.838 1.008
H -0.856 -4.724 0.507
H -0.534 -5.048 2.930
C -3.784 -1.337 -2.487
C -2.677 -0.294 -2.618
O -2.865 0.692 -3.373
N -1.591 -0.523 -1.890
Te -0.117 1.008 -2.170
C 0.363 3.261 -2.505
C -0.294 4.070 -3.432
C -1.419 3.544 -4.292
C 0.096 5.401 -3.603
C 1.146 5.947 -2.886
C 1.570 7.382 -3.066
C 1.822 5.123 -1.993
C 1.455 3.796 -1.794
C 2.258 2.984 -0.808
C -0.715 1.603 -0.187
C -0.037 1.114 0.938
C 1.154 0.192 0.860
C -0.477 1.474 2.216
C -1.586 2.281 2.407
C -2.070 2.648 3.782
C -2.266 2.723 1.278
C -1.853 2.408 -0.009
C -2.674 2.925 -1.159
H -4.756 -0.844 -2.496
H -3.654 -1.913 -1.572
H -3.727 -2.017 -3.339
H -1.678 2.520 -4.028
H -1.123 3.561 -5.345
H -2.312 4.166 -4.192
H -0.439 6.017 -4.322
H 0.969 7.879 -3.828
H 2.619 7.441 -3.364
H 1.463 7.938 -2.131
H 2.664 5.529 -1.437
H 3.217 3.464 -0.603
H 2.443 1.978 -1.186
H 1.716 2.889 0.135
H 1.370 -0.093 -0.165
H 0.968 -0.722 1.429
H 2.044 0.666 1.282
H 0.050 1.095 3.087
H -1.484 2.188 4.574
H -3.112 2.342 3.909
H -2.035 3.732 3.917
H -3.162 3.323 1.407
H -3.671 3.202 -0.812
H -2.772 2.177 -1.946
H -2.205 3.811 -1.591
*
```

Computed properties:
* calculated total energy: -119916.9286 eV
* expectation value of S²: 8.77
* HOMO energy (alpha / beta): -0.0800 / -0.1295 Eh
* ΔE to the lowest compared entry with this formula, charge and spin: 0.0000 eV

***

[5]
Entry from OMol25: a gas-phase ion, C8H12O2PS (charge -1) in a non-equilibrium geometry (ωB97M-V/def2-TZVPD).

```
! RIJCOSX wB97M-V def2-TZVPD def2/J DEFGRID3
* xyz -1 1
C 1.993 -1.840 0.484
C 1.283 -2.198 -0.853
O 0.068 -1.750 -1.253
P 0.084 -0.301 -2.334
O 1.377 -0.361 -3.006
C 0.289 0.944 -0.832
S 1.697 2.030 -0.602
C 0.828 3.027 0.513
C -0.452 2.561 0.649
C -0.740 1.366 -0.016
C -2.085 0.697 0.161
C -2.242 -0.391 1.262
H 2.846 -1.152 0.403
H 1.141 -1.288 1.048
H 2.309 -2.733 1.106
H 1.250 -3.285 -1.107
H 1.916 -1.962 -1.689
H 1.211 3.977 0.753
H -1.240 3.044 1.187
H -2.682 1.499 0.394
H -2.319 0.282 -0.858
H -1.267 -0.971 1.244
H -2.914 -1.236 1.122
H -2.349 0.040 2.224
*
```

Computed properties:
* structure (SMILES): CCOP([O-])c1sccc1CC
* calculated total energy: -32710.3029 eV
* HOMO energy: -0.1334 Eh
* ΔE to the lowest compared entry with this formula, charge and spin: 0.0000 eV

***

[6]
Entry from OMol25: 3 unconnected molecules or ions with the total composition C17H44BClN6O2P2 in a non-equilibrium geometry (ωB97M-V/def2-TZVPD).

```
! RIJCOSX wB97M-V def2-TZVPD def2/J DEFGRID3
* xyz 0 1
C -4.236 -4.156 1.541
N -3.905 -3.273 0.434
C -4.972 -3.377 -0.565
P -2.353 -3.020 -0.267
O -2.634 -1.537 -0.583
N -1.198 -2.590 0.954
C -1.631 -2.181 2.284
C -0.197 -1.616 0.491
N -1.996 -4.742 0.037
C -0.971 -5.234 0.955
C -1.801 -5.415 -1.261
H -4.270 -5.212 1.240
H -5.218 -3.901 1.947
H -3.550 -4.070 2.378
H -4.959 -4.360 -1.052
H -4.859 -2.616 -1.342
H -5.957 -3.221 -0.117
H -2.446 -1.453 2.248
H -0.810 -1.738 2.859
H -1.940 -3.037 2.882
H -0.579 -0.590 0.516
H 0.114 -1.841 -0.535
H 0.704 -1.667 1.113
H 0.027 -4.866 0.707
H -0.934 -6.330 0.934
H -1.207 -4.982 1.990
H -0.855 -5.109 -1.726
H -2.611 -5.155 -1.950
H -1.809 -6.503 -1.156
C 3.102 3.432 -1.085
N 3.019 1.992 -0.905
C 3.301 1.693 0.503
P 3.595 0.774 -1.976
O 2.456 -0.204 -1.628
N 2.959 1.022 -3.572
C 1.841 1.929 -3.801
C 2.669 -0.232 -4.283
N 4.959 1.853 -2.380
C 5.195 2.447 -3.694
C 6.211 1.205 -1.945
H 4.109 3.823 -0.886
H 2.414 3.939 -0.403
H 2.808 3.758 -2.078
H 4.353 1.888 0.742
H 3.093 0.644 0.731
H 2.673 2.288 1.171
H 1.031 1.778 -3.080
H 1.423 1.808 -4.806
H 2.160 2.969 -3.770
H 1.707 -0.662 -3.985
H 3.451 -0.975 -4.089
H 2.655 -0.063 -5.366
H 5.296 1.697 -4.482
H 6.115 3.042 -3.684
H 4.408 3.154 -3.960
H 6.455 0.349 -2.586
H 6.112 0.837 -0.919
H 7.050 1.906 -1.952
C -4.007 1.025 2.655
C -3.121 1.481 3.534
B -2.527 2.324 4.804
C -1.801 3.790 4.615
C -2.838 4.769 3.847
C -2.168 5.381 2.481
Cl -3.579 6.173 1.557
H -4.381 0.646 1.626
H -2.593 1.830 5.878
H -0.843 3.622 4.003
H -1.535 4.280 5.625
H -3.756 4.159 3.472
H -3.272 5.599 4.525
H -1.787 4.462 1.894
H -1.359 6.162 2.699
*
```

Computed properties:
* structure (SMILES): CN(C)P(=O)(N(C)C)N(C)C.CN(C)P(=O)(N(C)C)N(C)C.C#CBCCCCl
* calculated total energy: -63144.4995 eV
* HOMO energy: -0.2839 Eh